# 1
Below is C36H33N5O3PPdS4 as an isolated structure in a non-equilibrium geometry, with properties calculated with ωB97M-V with the def2-TZVPD basis set.

Last column: Mulliken charge in e.
Geometry (Å):
C1 -3.800 -3.458 0.651  0.2031
H1 -0.151 1.987 2.118  0.4568
C2 -1.848 -5.023 0.496  0.1419
H2 -0.296 -3.148 -3.137  0.5203
H3 -3.899 -5.424 0.401  0.2700
H4 4.600 -0.404 5.038  0.3126
C3 1.753 4.188 -0.830  0.5010
H5 -4.847 3.152 1.107  0.4632
H6 -1.486 4.614 -1.750  0.4319
C4 2.341 -6.042 0.581  -1.4098
H7 1.008 -4.254 2.135  0.4125
H8 -3.671 -0.157 -3.460  0.5139
P1 -0.330 2.236 -0.713  0.8913
H9 -3.376 -1.519 0.940  0.2101
H10 3.284 1.618 1.853  0.1487
C5 0.325 -1.561 -1.865  -0.7697
H11 3.994 2.415 4.203  0.3150
C6 -1.883 -2.147 -0.329  -0.1076
H12 1.206 -1.303 -2.431  0.5341
C7 3.811 0.334 4.893  -0.5820
C8 2.239 5.434 -1.204  -0.6782
C9 -3.420 2.684 2.642  -0.6115
N1 0.080 -0.846 -0.760  1.4430
C10 -0.678 2.279 -3.477  -0.7729
H13 2.925 -5.271 0.074  0.2669
S1 2.221 1.121 -2.351  -0.2280
H14 0.159 2.967 -3.498  0.4341
H15 -0.848 2.250 -5.607  0.4723
H16 0.375 -7.102 -0.985  0.3474
C11 2.693 3.266 -0.113  0.1033
H17 -4.139 2.777 3.447  0.4314
H18 1.773 7.360 -2.020  0.4308
C12 0.046 6.094 -1.916  -0.7728
S2 4.983 0.404 -2.953  -0.1357
H19 -1.783 2.217 3.952  0.4683
N2 -3.225 -4.676 0.405  -0.0529
C13 -1.176 1.806 -2.261  0.9082
C14 -2.904 2.767 0.294  -0.2863
H20 2.174 -1.102 4.604  0.2447
C15 -2.324 0.998 -4.675  -0.7808
H21 -1.383 -3.683 2.110  0.4670
H22 -2.318 -3.671 -1.788  0.6567
C16 -2.826 0.520 -3.471  -0.8814
H23 -2.664 0.539 -1.344  0.6342
O1 2.071 2.375 0.652  -0.8810
N3 2.634 -0.276 4.262  -0.1789
H24 -3.227 2.937 -0.726  0.4106
C17 -2.253 0.916 -2.274  -0.4687
C18 4.212 1.405 3.858  -0.5376
H25 3.553 0.767 5.856  0.3119
C19 -1.179 2.237 1.898  -0.8294
C20 0.000 -6.335 -0.316  -0.8235
C21 -0.440 4.841 -1.576  -0.2723
S3 3.631 -0.291 -0.354  -0.1407
H26 -0.625 6.836 -2.329  0.4542
C22 0.351 -4.743 1.424  -0.6967
H27 -2.007 -6.479 -1.070  0.4299
H28 2.714 -6.117 1.604  0.3621
C23 -0.988 -1.137 -0.006  -0.9758
C24 1.389 6.386 -1.744  -0.6911
C25 2.493 0.131 2.993  0.0526
C26 0.407 3.872 -1.041  0.6920
C27 -0.521 -2.588 -2.240  -1.5127
C28 -0.994 -4.414 1.411  -0.0432
O2 -4.957 -3.317 0.981  -0.6583
C29 -2.099 2.365 2.927  -0.8208
C30 -1.344 -5.993 -0.361  -0.3849
Pd1 1.292 0.690 -0.169  0.9214
N4 -2.966 -2.340 0.520  -0.0949
C31 -1.247 1.874 -4.674  -0.8624
N5 3.380 1.062 2.704  0.3667
H29 2.536 -6.990 0.080  0.3817
C32 -1.639 -2.883 -1.487  -0.3261
H30 -1.124 -0.552 0.894  0.9287
C33 0.875 -5.705 0.561  0.6781
C34 3.747 0.404 -1.931  0.1305
H31 -2.774 0.691 -5.612  0.4313
H32 3.289 5.643 -1.043  0.5469
S4 1.341 -0.567 1.940  -0.2395
O3 3.891 3.392 -0.115  -0.6624
C35 -1.581 2.428 0.574  0.8960
H33 5.265 1.348 3.596  0.3650
C36 -3.820 2.890 1.329  -0.8238

Cartesian forces, eV/Å:
-0.01 0.07 0.06
0.07 -0.02 0.01
0.06 -0.07 0.02
-0.02 0.01 0.02
-0.03 -0.08 0.04
-0.01 -0.03 -0.02
0.06 -0.02 -0.06
0.03 -0.01 0.01
0.00 0.00 0.01
0.01 0.00 0.01
-0.03 -0.01 -0.03
0.02 0.02 -0.01
-0.31 0.29 -0.20
-0.03 0.01 0.00
0.06 0.04 0.00
0.01 -0.03 0.19
-0.04 0.01 -0.01
0.12 0.13 -0.02
0.02 0.02 -0.01
-0.06 -0.05 -0.05
-0.02 0.02 -0.01
-0.01 0.01 0.02
0.11 -0.22 -0.33
0.11 0.02 0.01
-0.01 -0.01 0.01
0.03 0.04 0.21
-0.04 -0.02 0.02
-0.02 -0.01 0.02
-0.03 0.04 0.04
-0.03 -0.02 -0.03
0.03 0.00 -0.04
-0.01 -0.04 0.01
-0.04 0.04 -0.03
0.19 -0.02 -0.09
-0.02 0.00 -0.04
-0.01 0.05 -0.02
0.08 0.01 0.08
-0.04 0.03 -0.02
0.00 -0.01 0.01
0.05 0.03 0.04
0.04 -0.05 -0.03
0.03 0.06 0.01
0.00 -0.02 -0.04
0.03 0.04 -0.05
0.02 -0.63 0.18
0.06 0.07 0.00
0.02 -0.03 0.02
-0.05 -0.04 0.15
0.00 0.02 -0.05
-0.01 0.00 0.03
-0.10 0.00 -0.04
-0.01 -0.03 -0.04
-0.04 -0.09 -0.01
-0.61 0.25 -0.54
0.01 -0.03 0.02
0.01 0.00 0.01
0.03 0.02 0.04
-0.01 0.00 -0.03
0.06 0.00 -0.02
0.04 0.04 0.00
0.13 -0.08 -0.04
-0.02 0.04 0.06
0.00 -0.03 -0.05
-0.04 -0.04 0.06
0.19 -0.06 -0.07
0.01 0.01 0.03
-0.04 0.01 -0.01
0.95 0.19 -0.25
-0.15 0.01 0.00
-0.07 -0.05 -0.04
-0.09 0.03 0.06
-0.01 0.02 0.01
-0.07 0.01 -0.06
-0.05 0.05 0.02
0.01 0.01 0.01
-0.21 -0.16 0.33
0.02 0.01 0.03
-0.02 -0.02 0.00
-0.32 0.12 0.47
-0.09 0.15 -0.01
0.05 -0.07 0.08
0.02 0.02 -0.01
0.01 0.02 -0.02

Properties
F_max	1.00	eV Å⁻¹
orbital gap (alpha / beta)	6.29 / 6.29	eV
electronic energy	-107567.6315	eV
net charge	+1
HOMO (alpha / beta)	-10.56 / -10.56	eV
energy relative to the best compared isomer or geometry (same formula, charge and spin)	67.8	kJ/mol

# 2
Below is C26H22AsN2PtS3 as an isolated structure, with properties calculated with ωB97M-V with the def2-TZVPD basis set.

Last column: Mulliken charge in e.
Geometry (Å):
H1 0.858 2.923 2.153  0.4315
C1 -1.545 4.320 -0.831  -0.8100
C2 0.489 2.086 2.734  -0.2330
C3 5.007 0.788 -0.141  -0.8074
C4 -1.770 -5.234 -1.682  -0.3647
H2 -0.665 -1.108 2.394  0.2810
N1 -0.333 -3.463 -1.418  -0.0662
C5 -0.367 -0.182 2.874  -0.1820
H3 6.088 0.809 -0.155  0.4696
H4 -2.032 5.150 -0.337  0.4597
H5 4.834 2.930 -0.181  0.4634
H6 2.369 3.006 -0.114  0.5138
H7 -2.658 -5.846 -1.663  0.4308
C6 -0.289 2.192 -2.123  -0.6324
C7 -3.095 0.466 0.322  -0.8809
C8 4.331 -0.396 -0.120  -0.4944
C9 -0.447 2.195 -0.736  0.6386
H8 4.845 -1.350 -0.135  0.5077
H9 -2.763 1.043 -0.540  0.1538
C10 0.398 2.196 4.112  -0.8632
H10 1.979 -3.069 -2.876  0.3467
C11 -0.072 1.127 4.867  -0.5956
H11 2.562 -4.262 -1.676  0.3326
H12 -4.083 0.827 0.603  0.6376
C12 -3.155 -0.977 -0.015  0.5074
Pt1 -0.091 -1.546 -0.577  1.3628
C13 2.888 -0.362 -0.138  0.8573
C14 -0.452 -0.059 4.253  -0.7189
C15 1.859 -4.083 -2.491  -1.4982
H13 -1.216 3.243 0.992  0.5711
H14 -0.140 1.220 5.943  0.4400
S1 -0.324 -5.785 -2.395  -0.0339
C16 -3.898 -3.253 -0.442  -0.3162
H15 -1.758 5.163 -2.790  0.4490
C17 2.168 0.879 -0.059  -0.0437
H16 2.124 -4.768 -3.294  0.4822
C18 -1.607 -3.973 -1.224  0.2285
C19 2.870 2.046 -0.119  -0.5319
As1 0.247 0.706 0.230  0.1615
H17 -0.813 -0.887 4.847  0.4528
C20 0.094 0.896 2.122  0.9002
N2 -2.150 -1.748 -0.425  -0.3138
H18 0.196 1.364 -2.631  0.3671
C21 -1.389 4.326 -2.212  -0.5326
C22 -0.765 3.265 -2.859  -0.7985
H19 -2.433 0.645 1.171  0.1324
S2 -4.627 -1.801 0.068  -0.0397
H20 -0.651 3.276 -3.935  0.4569
S3 2.085 -1.769 -0.410  -0.4213
H21 -4.468 -4.161 -0.564  0.4851
C23 4.283 1.996 -0.159  -0.4531
H22 0.694 3.116 4.599  0.4563
C24 -2.585 -3.052 -0.678  -0.0799
C25 0.452 -4.317 -2.058  0.8616
C26 -1.078 3.250 -0.082  -0.1276

Cartesian forces, eV/Å:
0.00 0.00 0.01
0.00 0.00 -0.01
0.01 -0.01 0.02
0.02 0.01 0.00
0.00 -0.03 0.02
0.00 -0.02 0.00
-0.04 0.05 0.06
-0.02 0.02 0.02
0.00 0.00 0.00
0.00 0.00 0.00
0.00 0.00 0.00
0.00 0.00 0.00
0.01 0.00 -0.01
0.01 0.00 0.02
-0.04 0.03 -0.01
0.01 0.00 0.01
0.01 -0.01 -0.02
0.00 0.00 0.00
0.02 0.02 -0.01
0.00 0.00 -0.02
0.00 0.00 -0.03
0.00 0.00 0.01
-0.02 -0.01 -0.01
0.01 0.01 0.01
0.00 -0.05 -0.06
0.09 -0.06 -0.07
0.00 0.00 0.00
0.00 0.00 -0.02
0.02 -0.04 -0.01
-0.01 0.00 -0.01
0.00 0.00 0.00
-0.01 0.04 -0.01
-0.04 -0.01 -0.05
0.00 0.00 0.00
0.03 0.08 -0.01
0.00 0.01 -0.01
0.03 -0.05 -0.06
-0.01 0.00 0.01
-0.03 0.09 0.00
0.00 0.00 0.00
0.05 0.01 0.01
-0.02 -0.06 0.02
-0.01 0.00 0.00
0.00 0.01 0.00
0.00 0.00 -0.01
0.02 0.00 0.01
0.03 0.00 0.08
0.00 0.00 0.00
-0.10 -0.01 0.06
0.00 0.01 -0.01
-0.02 0.00 0.00
0.00 0.00 0.00
0.01 0.06 0.05
0.00 -0.04 0.02
0.00 -0.02 0.02

Properties
F_max	0.13	eV Å⁻¹
orbital gap	4.11	eV
electronic energy	-126864.2436	eV
net charge	+3
HOMO	-17.08	eV
energy relative to the best compared isomer or geometry (same formula, charge and spin)	0.5	kJ/mol

# 3
Below is a 7-piece molecular cluster, C22H39Br12F5NO2P overall in a non-equilibrium geometry, with properties calculated with ωB97M-V with the def2-TZVPD basis set.

Last column: Mulliken charge in e.
Geometry (Å):
H1 0.474 6.828 -0.131  0.3552
H2 -1.837 -0.489 1.638  -0.0913
C1 2.152 -0.776 -3.924  -0.5313
C2 -6.073 -3.150 -4.037  -0.5895
Br1 -7.509 -2.194 -4.940  -0.1519
H3 7.798 0.994 4.822  0.3538
F1 -5.344 -2.151 3.331  -0.3506
C3 4.118 -4.435 3.962  -0.6051
C4 -1.277 0.755 -0.723  -0.0325
H4 -3.218 1.627 -0.568  0.4441
F2 -4.312 -1.863 0.052  -0.1883
C5 -4.523 -1.632 2.397  1.0824
H5 9.916 -0.150 3.846  0.3985
H6 3.090 -1.281 -4.134  0.4412
Br2 2.402 1.097 -4.393  -0.1465
N1 -0.453 0.307 0.370  -0.2643
C6 -2.072 1.751 1.351  0.8197
H7 -4.692 -2.852 -2.428  0.2361
C7 -3.453 1.959 2.064  -1.6185
C8 -3.900 0.811 2.977  -0.8763
Br3 -0.990 0.826 -6.758  -0.0984
C9 0.438 5.748 0.002  -0.5592
Br4 4.633 -1.862 2.783  -0.0674
Br5 8.838 -2.260 3.083  -0.1476
O1 -1.189 0.355 -1.814  -0.5850
H8 -0.975 1.201 4.652  0.3501
H9 9.127 -1.004 5.186  0.3390
H10 -4.877 0.128 1.178  0.5249
H11 1.876 1.299 -7.248  0.1332
H12 2.256 5.464 -1.105  0.3812
C10 4.976 -3.213 4.145  -0.5190
H13 1.997 1.839 -8.935  0.3438
C11 -1.290 0.455 1.609  0.3627
H14 0.965 -1.307 1.593  0.3811
C12 0.018 1.239 -8.371  -0.6344
H15 0.132 0.287 -8.887  0.3410
C13 1.366 1.826 -8.048  -0.3624
H16 -3.383 2.884 2.627  0.4093
H17 -1.433 2.544 1.738  0.6573
Br6 7.752 1.196 2.365  -0.1077
C14 1.256 5.041 -1.044  -0.6936
H18 4.485 -5.251 4.581  0.3739
H19 -0.600 1.901 -8.969  0.3722
H20 -4.178 2.167 1.288  0.7054
Br7 3.177 -0.664 -1.249  -0.1514
H21 -4.501 1.270 3.755  0.4590
H22 2.110 -0.768 2.780  0.0688
H23 -5.433 -3.560 -4.811  0.3766
C15 -4.834 -0.164 2.217  -1.3049
H24 -5.991 -1.647 -2.473  0.3775
Br8 1.224 3.687 -7.495  -0.1240
H25 6.028 -3.469 4.025  0.2411
H26 0.180 1.121 0.460  -0.1126
F3 -6.091 -2.545 0.957  -0.2796
F4 -3.288 -1.890 2.804  -0.2888
H27 4.064 -4.762 2.928  0.3712
Br9 -1.442 5.270 -0.153  -0.1328
C16 1.704 -0.930 -2.497  -0.1252
H28 0.749 5.500 1.012  0.3663
H29 6.857 -0.333 4.110  0.0712
C17 1.064 -0.990 2.625  -0.5192
Br10 -4.127 -1.046 -4.007  -0.1003
Br11 2.290 -4.133 4.556  -0.1454
C18 7.786 0.226 4.050  -0.3319
H30 -3.078 0.320 3.483  0.6938
H31 -1.863 2.796 -0.492  -0.3926
F5 -4.274 -3.628 1.183  -0.2896
H32 0.747 -1.822 3.245  0.1532
H33 1.353 -1.943 -2.313  0.3696
C19 -4.811 -2.447 1.118  0.5316
H34 0.926 -0.228 -2.219  -0.1871
C20 -2.226 1.822 -0.177  -0.3078
C21 9.006 -0.649 4.164  -0.5998
H35 1.384 -1.142 -4.603  0.3764
H36 0.798 5.058 -2.028  0.3937
P1 0.057 0.512 2.901  -0.0856
C22 -5.331 -2.259 -3.077  -0.5492
H37 4.828 -2.734 5.108  0.3884
O2 -0.640 0.329 4.405  -0.5698
H38 -5.843 -0.029 2.583  0.4056
H39 -6.562 -3.961 -3.502  0.3940
Br12 1.512 3.174 -0.556  -0.0257

Cartesian forces, eV/Å:
0.02 -0.03 -0.07
-0.54 0.27 0.22
-0.13 0.10 -0.14
-0.27 0.00 0.06
0.06 -0.02 -0.04
0.05 -0.04 0.02
-0.47 -0.41 0.82
-0.13 -0.05 0.20
-0.53 1.37 2.99
-0.28 0.16 0.08
0.74 0.94 -1.30
-0.97 0.34 -0.72
-0.04 0.03 -0.03
0.01 0.00 0.06
0.10 0.00 0.01
0.33 0.54 0.30
-1.30 -0.24 0.60
-0.02 -0.05 0.00
1.23 -0.25 0.14
-0.92 0.59 -0.29
-0.02 0.05 -0.03
-0.15 0.19 -0.10
0.10 -0.08 0.10
0.04 0.04 -0.02
0.18 -0.89 -2.81
0.19 -0.16 0.17
-0.03 0.04 0.00
0.23 -0.24 -0.39
-0.06 -0.01 0.03
-0.02 0.01 0.05
0.21 0.07 -0.23
-0.05 -0.02 -0.02
0.64 -1.28 -0.76
-0.13 0.11 -0.25
-0.06 -0.23 0.15
0.06 0.02 -0.01
0.06 0.19 -0.17
-0.02 0.09 0.27
0.26 0.22 -0.43
-0.06 -0.10 0.02
0.17 -0.16 0.13
0.05 0.03 -0.01
0.04 0.04 0.01
-0.45 -0.11 -0.03
-0.01 0.07 0.05
-0.05 -0.06 0.31
0.05 0.12 0.32
0.04 0.04 0.02
0.40 0.46 0.57
-0.05 -0.04 -0.02
0.02 -0.08 0.08
-0.02 -0.02 0.00
0.48 -0.48 -0.19
-2.18 -0.28 -0.32
1.18 -0.11 0.10
0.03 0.06 -0.01
0.03 0.27 0.15
0.13 -0.10 0.14
0.00 -0.04 -0.02
0.03 -0.04 -0.03
-0.90 -0.20 0.13
-0.06 0.04 0.07
0.02 -0.01 -0.06
0.05 0.27 -0.06
0.18 -0.12 -0.13
-0.18 -0.11 -0.53
0.52 -1.85 0.29
0.04 -0.13 0.26
-0.01 0.00 -0.04
1.01 0.87 0.96
0.00 -0.07 -0.06
0.78 -0.38 0.17
-0.08 -0.23 0.09
-0.04 0.02 0.05
-0.05 0.00 0.03
0.70 1.52 -0.24
0.28 0.01 -0.09
-0.06 -0.05 0.01
-0.29 -0.42 -0.48
-0.26 -0.08 0.06
0.03 0.02 0.03
0.09 0.02 -0.17

Properties
F_max	3.33	eV Å⁻¹
orbital gap	8.47	eV
electronic energy	-892418.9587	eV
net charge	0
HOMO	-8.08	eV